Entry 1:
This record from the Open Molecules 2025 dataset describes C35H47IrN2S6Se2 as an isolated structure. The level of theory is wB97M-V/def2-TZVPD.

Structure (ORCA input):
```
! RIJCOSX wB97M-V def2-TZVPD def2/J DEFGRID3
* xyz 0 5
Ir -0.196 0.071 -0.716
C 2.856 2.169 3.054
Se 0.938 1.720 3.039
C 0.235 3.457 2.465
C 0.881 4.033 1.226
Se 0.291 3.240 -0.489
C -1.392 4.206 -0.618
H 3.024 3.033 3.693
H 3.218 2.357 2.047
H 3.363 1.299 3.466
H 0.364 4.139 3.311
H -0.832 3.281 2.320
H 1.967 3.935 1.256
H 0.640 5.096 1.154
H -1.191 5.263 -0.774
H -1.958 4.057 0.296
H -1.938 3.802 -1.464
C -3.337 1.207 0.544
C -2.113 -0.795 2.096
C -0.833 -1.377 2.667
C -2.890 -1.708 1.200
C -4.232 -1.931 1.478
C -4.975 -2.800 0.703
C -4.388 -3.430 -0.381
C -3.065 -3.198 -0.720
C -2.433 -3.825 -1.940
C -2.423 -2.811 -3.087
C -3.102 -5.126 -2.375
C -2.307 -2.323 0.082
N -0.993 -2.016 -0.246
C -0.036 -2.895 -0.201
C 1.270 -2.547 -0.552
C 2.419 -3.352 -0.651
C 3.448 -2.506 -1.003
C 2.910 -1.207 -1.084
N 1.596 -1.231 -0.827
C 3.717 0.039 -1.328
C 4.400 -0.042 -2.700
C 4.795 0.125 -0.236
C 2.840 1.284 -1.257
H -3.506 2.259 0.743
H -4.089 0.607 1.045
H -3.353 1.023 -0.524
H -2.758 -0.474 2.918
H -0.071 -1.492 1.901
H -1.039 -2.348 3.114
H -0.441 -0.713 3.435
H -4.694 -1.438 2.323
H -6.011 -2.991 0.936
H -4.981 -4.110 -0.970
H -1.390 -4.056 -1.707
H -3.439 -2.553 -3.376
H -1.908 -3.226 -3.949
H -1.907 -1.904 -2.783
H -4.049 -4.932 -2.874
H -3.278 -5.776 -1.520
H -2.454 -5.646 -3.078
H -0.223 -3.902 0.175
H 2.461 -4.413 -0.487
H 4.469 -2.783 -1.183
H 5.033 -0.922 -2.762
H 5.022 0.835 -2.861
H 3.665 -0.096 -3.499
H 5.449 -0.741 -0.278
H 4.330 0.156 0.746
H 5.396 1.021 -0.371
H 2.050 1.253 -2.010
H 3.429 2.184 -1.420
H 2.376 1.351 -0.271
S -1.376 1.149 -2.512
C -1.261 0.280 -4.030
C -2.396 0.141 -4.826
C -2.307 -0.494 -6.049
C -1.088 -0.976 -6.496
C 0.039 -0.851 -5.698
C -0.043 -0.232 -4.467
H -3.340 0.527 -4.471
H -3.192 -0.618 -6.655
H -1.018 -1.450 -7.463
H 0.986 -1.240 -6.040
H 0.825 -0.143 -3.827
C 0.734 0.004 6.477
S -0.849 -0.854 6.239
C -1.794 0.407 5.467
C -1.442 1.307 4.560
S -1.701 0.784 1.230
S -2.716 2.330 4.037
C -4.047 1.582 4.917
S -5.607 2.058 4.714
S -3.542 0.300 5.943
H 1.429 -0.728 6.879
H 0.585 0.818 7.179
H 1.071 0.375 5.514
*
```

## Properties
F_max	1.2	eV Å⁻¹
gap between HOMO and LUMO (spin up / spin down)	6.74 / 5.07	eV
M	1038.3	g/mol
E_HOMO (spin up / spin down)	-0.2565 / -0.2753	Ha
LUMO energy (spin up / spin down)	-0.24 / -2.42	eV

Atom charges from the Löwdin analysis, given in e for atoms 1 to 2: 0.810, -0.349

---

Entry 2:
This record from the Open Molecules 2025 dataset describes an isolated ion of composition C4H9NO2 and charge +1. The level of theory is wB97M-V/def2-TZVPD.

Structure (ORCA input):
```
! RIJCOSX wB97M-V def2-TZVPD def2/J DEFGRID3
* xyz 1 2
C -0.024 0.088 0.408
C -1.499 0.139 0.763
C -1.730 1.420 1.521
O -0.937 2.318 1.428
N 0.311 -0.912 -0.536
C 1.734 -1.084 -0.969
O 2.100 0.086 -1.611
H 0.643 0.038 1.270
H 0.238 1.083 -0.028
H -2.118 0.055 -0.134
H -1.797 -0.729 1.348
H -2.629 1.530 2.145
H -0.288 -0.848 -1.365
H 1.796 -1.962 -1.607
H 2.346 -1.241 -0.084
H 1.853 0.020 -2.548
*
```

## Properties
F_max	1.9	eV Å⁻¹
gap between HOMO and LUMO (spin up / spin down)	10.98 / 6.01	eV
M	103.1	g/mol
E_HOMO (spin up / spin down)	-0.5307 / -0.5244	Ha
LUMO energy (spin up / spin down)	-3.46 / -8.26	eV
ΔE to the lowest compared entry with this formula, charge and spin	1.7500	eV

Atom charges from the natural (NBO) analysis, given in e for atoms 1 to 2: -0.298, -0.526

---

Entry 3:
This record from the Open Molecules 2025 dataset describes C26H19ClFN9O6S2Ta as an isolated structure. The level of theory is wB97M-V/def2-TZVPD.

Structure (ORCA input):
```
! RIJCOSX wB97M-V def2-TZVPD def2/J DEFGRID3
* xyz 3 1
Ta 0.288 0.768 0.626
Cl 5.580 -0.337 5.783
C 4.234 -0.054 4.766
C 2.999 0.279 5.323
C 1.885 0.519 4.519
C 2.041 0.415 3.158
O 0.969 0.650 2.326
C 3.261 0.074 2.573
C 3.386 -0.069 1.146
O 2.478 0.097 0.319
C 4.370 -0.163 3.389
H 2.909 0.348 6.399
H 0.929 0.765 4.958
H 4.365 -0.368 0.755
H 5.325 -0.432 2.955
N -0.492 2.945 1.961
N 0.230 4.142 1.822
C 1.290 4.175 1.020
N 1.957 5.303 0.868
S 1.853 2.779 0.190
H -1.422 3.098 1.573
H -0.579 2.723 2.952
H -0.102 4.974 2.298
H 1.713 6.155 1.354
H 2.766 5.334 0.264
S 1.019 -4.755 -4.620
N 0.771 -4.851 -3.032
C 0.763 -3.603 -2.572
C 0.559 -3.213 -1.187
C 0.337 -4.109 -0.136
C 0.142 -3.622 1.140
C 0.162 -2.250 1.353
N 0.393 -1.390 0.355
C 0.600 -1.858 -0.897
C 0.784 -0.855 -1.928
N 0.703 0.441 -1.530
C 0.796 1.396 -2.463
C 1.008 1.109 -3.807
C 1.099 -0.204 -4.210
C 0.964 -1.216 -3.254
C 0.968 -2.637 -3.570
N 1.127 -3.157 -4.784
H 0.314 -5.172 -0.343
H -0.038 -4.285 1.974
H -0.020 -1.827 2.332
H 0.692 2.417 -2.128
H 1.087 1.922 -4.512
H 1.252 -0.470 -5.249
F -7.053 -0.266 -2.914
C -5.833 -0.389 -2.442
C -5.422 0.279 -1.366
N -4.108 0.132 -0.897
C -3.706 0.777 0.329
C -2.213 0.811 0.457
O -1.587 0.194 1.396
O -1.477 1.681 -0.142
C -3.215 -0.713 -1.475
O -2.088 -0.863 -0.977
N -3.646 -1.366 -2.579
C -4.936 -1.307 -3.166
O -5.205 -1.953 -4.129
H -6.068 0.955 -0.825
H -4.121 0.283 1.212
H -4.036 1.820 0.309
H -2.999 -2.005 -3.024
*
```

## Properties
F_max	1.4	eV Å⁻¹
gap between HOMO and LUMO	6.73	eV
M	853.0	g/mol
E_HOMO	-0.6009	Ha
LUMO energy	-9.62	eV
ΔE to the lowest compared entry with this formula, charge and spin	0.1683	eV

Atom charges from the natural (NBO) analysis, given in e for atoms 1 to 2: 2.344, 0.125

---

Entry 4:
This record from the Open Molecules 2025 dataset describes a 18-piece molecular cluster, C4H34BO25 overall. The level of theory is wB97M-V/def2-TZVPD.

Structure (ORCA input):
```
! RIJCOSX wB97M-V def2-TZVPD def2/J DEFGRID3
* xyz -1 1
O -0.480 -3.555 2.303
C -0.685 -2.388 1.912
O 0.046 -1.726 1.050
B -0.451 -0.340 0.827
O -1.582 -0.247 1.699
C -1.819 -1.426 2.324
O -2.730 -1.514 3.159
O -0.939 -0.120 -0.633
C -0.034 0.698 -1.287
O -0.037 0.948 -2.512
C 0.958 1.195 -0.173
O 0.664 0.589 0.987
O 1.812 2.092 -0.287
O 4.462 5.696 -4.964
H 4.515 5.698 -4.008
H 4.667 4.795 -5.214
O 2.412 -6.738 -1.803
H 2.059 -7.260 -2.524
H 1.671 -6.211 -1.504
O -9.618 -0.559 4.253
H -9.125 0.241 4.072
H -9.095 -1.258 3.861
O 4.573 -2.377 -2.130
H 5.136 -3.146 -2.218
H 4.144 -2.488 -1.282
O -1.974 -3.235 -5.745
H -1.953 -2.305 -5.519
H -1.183 -3.374 -6.264
O -3.445 4.099 5.810
H -3.498 5.053 5.872
H -2.568 3.930 5.465
O -5.041 0.822 8.887
H -5.965 0.942 8.668
H -4.572 1.359 8.248
O 7.345 3.892 1.992
H 7.983 4.605 2.038
H 6.598 4.268 1.526
O 0.130 0.392 -8.791
H 0.600 -0.440 -8.738
H 0.365 0.853 -7.986
O -0.987 -2.450 8.059
H -1.852 -2.692 7.726
H -0.828 -1.576 7.703
O -5.218 -3.797 -1.407
H -5.186 -2.849 -1.532
H -4.762 -4.155 -2.169
O 6.527 1.808 -5.472
H 6.233 1.279 -4.729
H 7.315 1.364 -5.785
O 0.955 1.536 6.919
H 1.481 1.972 6.249
H 1.396 1.742 7.743
O -2.136 -9.763 3.916
H -2.038 -10.478 3.287
H -1.695 -9.020 3.506
O -0.878 7.499 0.069
H -1.203 8.397 0.005
H 0.017 7.543 -0.265
O 2.567 -2.948 -6.367
H 3.353 -3.485 -6.465
H 2.654 -2.552 -5.500
O -0.063 6.947 -5.616
H 0.706 6.387 -5.725
H 0.296 7.830 -5.521
*
```

## Properties
F_max	4.3	eV Å⁻¹
gap between HOMO and LUMO	9.16	eV
M	493.1	g/mol
E_HOMO	-0.2757	Ha
LUMO energy	1.66	eV
ΔE to the lowest compared entry with this formula, charge and spin	4.8063	eV

Atom charges from the natural (NBO) analysis, given in e for atoms 1 to 2: -0.573, 0.684